[1]
Formula: H9O4S
Source: the Open Molecules 2025 dataset
Level of theory: ωB97M-V/def2-TZVPD

E_LUMO: 3.76 eV
Relative energy (zero: lowest compared OMol25 entry of this formula, charge and spin): 1.249 eV
Charge: -1

Geometry (Å):
S 1.44 0.68 -0.10
H 1.57 2.04 0.43
H -0.28 0.37 -1.49
H 0.49 0.27 -2.84
O -0.48 0.14 -2.48
H 0.84 0.05 1.69
H -0.36 -0.06 2.84
O 0.51 -0.32 2.62
H -2.33 2.32 -0.45
H -2.12 1.02 0.19
O -2.80 1.70 0.06
H 1.51 -2.57 -0.84
H 0.80 -2.49 0.47
O 1.22 -3.15 -0.10



[2]
Formula: HI5Si2
Source: the Open Molecules 2025 dataset
Level of theory: ωB97M-V/def2-TZVPD

E_LUMO: -1.49 eV
Relative energy (zero: lowest compared OMol25 entry of this formula, charge and spin): 0.386 eV
Charge: 0

Geometry (Å):
Si -0.46 -0.76 0.81
Si -3.17 -1.18 0.23
I -0.47 0.44 2.97
I 0.75 -2.89 0.99
I -4.77 -0.31 1.92
I -3.62 -0.11 -1.97
I -3.47 -3.64 0.01
H 0.19 0.08 -0.19